C17H31N5O6S | ωB97M-V/def2-TZVPD

Structure (XYZ):
```
60
C17H31N5O6S | OMol25 | ωB97M-V/def2-TZVPD
C -3.7828 3.0815 3.9682
C -3.6934 2.4871 2.5893
N -4.0946 1.3060 2.3907
C -3.1042 3.3776 1.4946
N -2.2731 2.6282 0.5699
C -1.0887 2.0111 0.9577
N -0.5769 2.0523 2.2476
C -0.5592 1.4241 -0.1437
C 0.7082 0.5958 -0.3119
O 0.4770 -0.5576 -0.7078
O 1.7299 1.1869 -0.0417
N -1.4344 1.6903 -1.1694
S -1.1707 1.1176 -2.7602
C -2.4682 2.4312 -0.7506
C -3.5251 2.9295 -1.6768
C -4.9146 3.1522 -1.1118
O -5.2550 2.0544 -0.2728
C -6.3406 2.2450 0.5360
C -6.9996 0.9693 0.9446
O -6.6831 3.3447 0.8889
H -3.2853 2.4303 4.6823
H -3.3223 4.0665 4.0170
H -4.8269 3.1956 4.2501
H -3.9492 1.0245 1.4208
H -3.8835 3.9137 0.9652
H -2.4827 4.1343 1.9734
H -1.1752 2.5069 2.9197
H -0.3443 1.1264 2.5824
H -0.9244 -0.1381 -2.3512
H -3.1938 3.8531 -2.1559
H -3.5762 2.1812 -2.4677
H -4.9892 4.1020 -0.5898
H -5.6219 3.2026 -1.9395
H -6.4956 0.0916 0.5589
H -6.9911 0.9380 2.0328
H -8.0388 1.0084 0.6295
C 5.3725 -5.6491 -2.5100
O 5.6986 -4.3026 -2.7749
C 4.5924 -3.4933 -3.1627
C 4.2655 -2.4612 -2.1086
N 3.7102 -3.0825 -0.9165
C 3.5548 -2.1746 0.2192
C 4.8142 -1.5823 0.8313
O 5.6579 -2.5234 1.4810
C 6.5876 -3.1831 0.6493
H 6.3083 -6.1837 -2.3536
H 4.7544 -5.7567 -1.6117
H 4.8453 -6.1051 -3.3545
H 3.7176 -4.1148 -3.3764
H 4.8762 -2.9777 -4.0849
H 3.5281 -1.7614 -2.5119
H 5.1865 -1.8961 -1.9041
H 4.3045 -3.8539 -0.6412
H 3.0347 -2.7283 1.0053
H 2.8926 -1.3566 -0.0784
H 4.4961 -0.8835 1.6081
H 5.3937 -0.9987 0.1060
H 6.9104 -2.5476 -0.1803
H 6.1892 -4.1181 0.2425
H 7.4586 -3.4302 1.2581
```

Charge = 0
Kohn-Sham gap = 7.75 eV
DFT total energy = -48700.171 eV
LUMO = 0.021 eV

These are the Löwdin partial charges, in e, on atoms 1 to 2: -0.0308, -0.4044



C17H31N6O3 | ωB97M-V/def2-TZVPD

Structure (XYZ):
```
57
C17H31N6O3 | OMol25 | ωB97M-V/def2-TZVPD
O -1.9233 3.6125 0.9652
O 1.4695 -0.1203 -0.6049
O 3.5835 -2.3868 4.6853
C -1.8879 2.7872 0.0708
C 0.2491 -0.0652 -0.5861
C 0.1093 -0.1473 -5.6777
C 1.3214 -1.8307 5.4561
C 0.0867 -1.2204 5.2028
C 0.8911 -0.4929 3.0518
C 2.3498 -1.7999 4.4946
C 2.1146 -1.1193 3.2853
C -0.1394 -0.5491 3.9958
N 0.7526 -1.2754 -5.7919
N 3.0938 -1.0700 2.3025
N -0.4447 -1.0389 0.0067
N -0.6680 0.0684 -4.6295
N -0.7433 2.1636 -0.2194
N 0.2689 0.7371 -6.6222
C 3.6077 -3.5965 5.4550
C -3.1539 2.4682 -0.7025
C -1.4674 0.1016 3.7172
C -1.8893 -1.1098 0.2292
C -1.3964 1.3098 -4.2774
C -0.5110 2.3373 -3.5435
C 0.3289 1.7455 -2.3965
C -0.4850 1.1238 -1.2338
H 1.4726 -2.3216 6.4110
H -0.6939 -1.2628 5.9568
H 0.7491 0.0555 2.1314
H 0.6823 -1.9800 -5.0786
H 1.3504 -1.4365 -6.5827
H 4.0311 -1.3368 2.6058
H 3.0011 -0.3834 1.5554
H 0.1286 -1.7427 0.4543
H -0.7454 -0.6922 -3.9758
H 0.0395 2.4683 0.3454
H 0.8633 0.5501 -7.4094
H -0.2189 1.6127 -6.5561
H 4.5561 -4.1174 5.2932
H 2.7944 -4.2677 5.1599
H 3.5168 -3.3761 6.5229
H -3.9606 3.0856 -0.3065
H -3.0132 2.7060 -1.7525
H -3.4170 1.4217 -0.5741
H -2.1570 -0.6251 3.2788
H -1.3501 0.9395 3.0231
H -1.9073 0.4850 4.6429
H -2.2346 -0.2065 0.7359
H -2.4230 -1.2330 -0.7141
H -2.1154 -1.9644 0.8712
H -2.2381 1.0500 -3.6329
H -1.8149 1.7751 -5.1722
H -1.1398 3.1383 -3.1534
H 0.1748 2.7798 -4.2668
H 0.9820 2.5269 -2.0020
H 0.9888 0.9908 -2.8252
H -1.4191 0.7285 -1.6192
```

Charge = +1
Kohn-Sham gap = 5.89 eV
DFT total energy = -33210.495 eV
LUMO = -3.136 eV

These are the Löwdin partial charges, in e, on atoms 1 to 2: 0.0609, 0.0504



C17H32CaF4N2O23S4 | ωB97M-V/def2-TZVPD

Structure (XYZ):
```
83
C17H32CaF4N2O23S4 | OMol25 | ωB97M-V/def2-TZVPD
Ca -11.3790 -18.8957 23.3537
N -4.3448 -19.3015 25.8487
S -3.5072 -18.6797 24.7578
O -4.1991 -17.9905 23.6930
O -2.2601 -19.4071 24.5414
F -3.0462 -17.3496 25.6824
S -5.1667 -20.3282 24.7399
O -4.4104 -21.1056 23.7698
O -6.5559 -20.0005 24.5042
F -5.3932 -21.5304 25.7954
N -9.5054 -18.4870 19.5704
S -8.5039 -19.2414 18.7150
O -7.1231 -18.7534 18.9653
O -8.8930 -19.8145 17.4069
F -8.6062 -20.5274 19.5956
S -9.7569 -17.3128 18.3429
O -10.9875 -17.6713 17.5839
O -8.6468 -16.5290 17.7985
F -10.2564 -16.2013 19.3955
C -3.0089 -12.8006 19.1549
C -4.4389 -12.3816 19.4319
O -4.8486 -11.6250 18.2695
C -3.8628 -11.7481 17.3711
O -3.9922 -11.4420 16.1864
O -2.7818 -12.3472 17.8503
H -2.8183 -13.8734 19.1825
H -2.2816 -12.2702 19.7696
H -4.5187 -11.7514 20.3177
H -5.0784 -13.2583 19.5345
C -14.0579 -23.1253 19.3608
O -15.0432 -23.3716 20.2988
C -14.8106 -23.1369 21.5210
O -13.9164 -22.4213 21.9828
O -15.9344 -23.5622 22.2077
C -16.0222 -23.4028 23.5984
H -13.6642 -22.1158 19.2428
H -14.5130 -23.3537 18.3971
H -13.2816 -23.8896 19.3990
H -15.2702 -23.9358 24.1803
H -17.0217 -23.7151 23.9012
H -15.9882 -22.3421 23.8469
C -17.4822 -7.7714 24.2837
O -16.6167 -8.3360 23.3290
C -15.3759 -8.7411 23.6158
O -14.8907 -8.7705 24.7301
O -14.7458 -9.2713 22.5483
C -15.4052 -9.6625 21.4127
H -17.0567 -6.9568 24.8698
H -17.6115 -8.5647 25.0199
H -18.5052 -7.5739 23.9634
H -14.7703 -10.2744 20.7718
H -15.8197 -8.9350 20.7148
H -16.1751 -10.3831 21.6884
C -6.6464 -26.7453 9.5957
C -7.3398 -25.7057 10.4775
O -6.4476 -25.0152 11.2956
C -6.2803 -25.3127 12.6055
O -5.4037 -24.7614 13.2561
O -7.1767 -26.2202 13.0558
C -7.3801 -26.1892 14.4754
H -7.4220 -27.0286 8.8841
H -6.3796 -27.6149 10.1964
H -5.8514 -26.2795 9.0134
H -8.2166 -26.0712 11.0120
H -7.7875 -24.9477 9.8347
H -7.3134 -25.1996 14.9273
H -6.7092 -26.8652 15.0055
H -8.3626 -26.5599 14.7677
C -5.0140 -18.0098 13.4135
C -3.6596 -17.2978 13.5590
O -3.0883 -17.3987 14.8255
C -2.2491 -18.3268 15.2966
O -2.1280 -19.4072 14.8323
O -1.6913 -17.8284 16.4021
C -1.2713 -18.7044 17.5100
H -5.4352 -18.1447 12.4173
H -5.9183 -17.5424 13.8033
H -5.0517 -19.0128 13.8385
H -3.9688 -16.2750 13.3437
H -2.8840 -17.6113 12.8604
H -2.1164 -19.2248 17.9606
H -0.6732 -18.1803 18.2555
H -0.6467 -19.5097 17.1235
```

Charge = 0
Kohn-Sham gap = 1.91 eV
DFT total energy = -140856.664 eV
LUMO = -6.895 eV

These are the Löwdin partial charges, in e, on atoms 1 to 2: 1.8411, -0.2465



C17H32Cl10IO4 | ωB97M-V/def2-TZVPD

Structure (XYZ):
```
64
C17H32Cl10IO4 | OMol25 | ωB97M-V/def2-TZVPD
O 0.3490 -3.1030 3.5876
C 1.4796 -2.4048 3.2877
I 3.0371 -2.3303 4.8221
C 1.6607 -1.6893 1.8155
C 2.0532 -0.0736 1.9108
C 3.1565 0.2473 0.7164
O 4.4911 0.6152 1.2143
C 5.2749 -0.5683 1.6275
O 5.5078 -1.5403 0.5407
C 5.9641 -2.8429 1.0501
C 5.3482 -3.9915 0.0056
O 4.0125 -3.6200 -0.5218
H 2.5002 -2.3130 1.2416
H 0.6629 -1.8815 1.2088
H 2.5209 0.1235 2.9775
H 2.7339 1.2056 0.1438
H 3.1386 -0.6258 -0.0624
H 6.3537 -0.1500 1.9219
H 4.8706 -1.0711 2.6319
H 7.1558 -2.9042 1.0408
H 5.5147 -3.0871 2.1026
H 6.0620 -4.1583 -0.9130
H 5.1942 -5.0319 0.5646
H 3.3228 -4.1027 0.0381
Cl -3.4849 0.5158 0.2711
C -2.1165 1.0133 1.2963
C -0.9781 1.6121 0.4850
Cl -0.1660 0.3973 -0.5330
H -1.7873 0.1418 1.8705
H -2.5026 1.7575 1.9998
H -0.2180 2.0206 1.1572
H -1.3283 2.4202 -0.1646
Cl -2.6597 3.1737 -2.0348
C -2.0543 3.9209 -3.5335
C -1.0810 3.0171 -4.2742
Cl 0.4549 2.8186 -3.3947
H -1.5960 4.8802 -3.2742
H -2.9275 4.1206 -4.1623
H -0.8346 3.4543 -5.2461
H -1.5053 2.0230 -4.4453
Cl -6.3714 -0.2756 -4.0819
C -6.4188 -0.1370 -2.3073
C -7.8389 -0.0093 -1.7782
Cl -8.5848 1.5458 -2.2220
H -5.8019 0.7187 -2.0163
H -5.9536 -1.0430 -1.9068
H -7.8337 -0.0571 -0.6854
H -8.4814 -0.8128 -2.1514
Cl 0.4345 4.4512 1.9419
C 1.0398 5.1984 0.4432
C 2.0131 4.2946 -0.2975
Cl 3.5490 4.0961 0.5820
H 1.4981 6.1576 0.7025
H 0.1667 5.3981 -0.1857
H 2.2595 4.7318 -1.2694
H 1.5889 3.3004 -0.4686
Cl -3.7703 -5.2726 1.8998
C -2.4965 -4.3280 1.0897
C -2.9915 -2.9621 0.6401
Cl -4.1718 -3.0782 -0.6885
H -2.1195 -4.9171 0.2481
H -1.6833 -4.2088 1.8123
H -2.1527 -2.3676 0.2668
H -3.4593 -2.4126 1.4628
```

Charge = -1
Kohn-Sham gap = 4.58 eV
DFT total energy = -159658.627 eV
LUMO = 2.027 eV

These are the Löwdin partial charges, in e, on atoms 1 to 2: -0.2124, -0.6864



C17H32Cl12NO | ωB97M-V/def2-TZVPD

Structure (XYZ):
```
63
C17H32Cl12NO | OMol25 | ωB97M-V/def2-TZVPD
C -9.6489 -21.9648 -19.8104
C -8.4225 -20.9846 -19.8134
C -8.7779 -19.9196 -20.8568
C -9.7918 -18.9461 -20.2070
C -9.3421 -18.1291 -19.0405
C -8.8219 -19.1180 -17.9181
N -8.1458 -20.3864 -18.4620
O -7.3813 -21.1304 -17.4867
C -7.8416 -18.2138 -17.1059
C -10.0996 -19.5142 -17.1141
C -7.1666 -21.9037 -20.2487
H -10.5526 -21.4832 -19.4369
H -9.4517 -22.7913 -19.1277
H -9.7706 -22.3476 -20.8237
H -7.8457 -19.3690 -20.9833
H -9.2146 -20.3886 -21.7385
H -10.6782 -19.5146 -19.9256
H -10.1090 -18.2019 -20.9375
H -10.2831 -17.5880 -18.9403
H -8.6146 -17.3497 -19.2670
H -7.0488 -17.8941 -17.7822
H -8.2294 -17.3113 -16.6334
H -7.4758 -18.7230 -16.2143
H -9.7974 -20.1433 -16.2768
H -10.5127 -18.6911 -16.5310
H -10.9151 -19.9558 -17.6869
H -7.0250 -22.8970 -19.8229
H -6.2219 -21.3881 -20.0758
H -7.1674 -22.0885 -21.3229
Cl -17.5812 -13.4555 -28.7130
C -17.1339 -12.2941 -29.9749
C -15.6196 -11.9763 -29.7091
Cl -15.0160 -10.5258 -30.6778
H -17.8080 -11.4375 -29.9686
H -17.2867 -12.7870 -30.9350
H -14.9683 -12.8280 -29.9055
H -15.5360 -11.6368 -28.6768
Cl -16.3775 -18.2720 -31.0565
C -14.7393 -17.6773 -31.4433
C -14.0215 -18.7450 -32.1998
Cl -14.7826 -18.9972 -33.8231
H -14.2146 -17.4945 -30.5056
H -14.7948 -16.6751 -31.8683
H -13.9715 -19.6643 -31.6164
H -12.9627 -18.5609 -32.3823
Cl -9.6167 -10.9227 -28.9508
C -8.4143 -10.0676 -27.9716
C -7.7927 -10.9631 -26.9197
Cl -7.1156 -12.3323 -27.8706
H -8.8869 -9.1679 -27.5777
H -7.6113 -9.7146 -28.6187
H -8.4147 -11.4876 -26.1943
H -6.8609 -10.5680 -26.5149
C -9.6297 -19.1047 -26.9673
Cl -8.8341 -17.7994 -26.0240
Cl -10.0167 -18.4230 -28.5973
Cl -11.0704 -19.8640 -26.1369
H -8.8239 -19.8198 -27.1330
C -12.1582 -14.4005 -25.4207
Cl -13.2107 -15.4361 -26.3890
Cl -12.0626 -14.9208 -23.7469
Cl -12.3970 -12.6337 -25.5773
H -11.1238 -14.5975 -25.7021
```

Charge = 0
Kohn-Sham gap (alpha / beta) = 8.60 / 9.74 eV
DFT total energy = -171950.828 eV
LUMO (alpha / beta) = 0.002 / 0.002 eV
Relative energy (zero: lowest compared OMol25 entry of this formula, charge and spin) = 15.9 kcal/mol
2S+1 = 2

These are the Löwdin partial charges, in e, on atoms 1 to 2: -0.0340, -0.4509



C17H32IrNO12P3 | ωB97M-V/def2-TZVPD

Structure (XYZ):
```
66
C17H32IrNO12P3 | OMol25 | ωB97M-V/def2-TZVPD
Ir -0.0177 -0.0896 -0.2318
C 3.4322 3.1913 4.4361
O 3.2779 1.8380 4.8572
C 2.4619 1.0451 4.1573
C 2.4087 -0.2968 4.6114
C 1.6334 -1.1863 3.9439
C 0.8644 -0.8125 2.8071
C 0.0434 -1.7602 2.1516
C -0.1442 -3.1546 2.6574
O -0.6480 -1.4628 1.1257
C 0.9149 0.5528 2.3782
O 0.2276 1.0646 1.3763
C 1.7239 1.4644 3.0686
H 4.1771 3.6221 5.0968
H 2.4907 3.7336 4.5363
H 3.7810 3.2366 3.4035
H 2.9944 -0.5738 5.4758
H 1.5948 -2.2106 4.2890
H -0.6206 -3.1567 3.6383
H 0.8259 -3.6420 2.7603
H -0.7555 -3.7166 1.9566
H 1.7579 2.4742 2.6925
N 1.9528 -0.2840 -3.7919
C 2.6575 -0.1744 -2.4437
C 4.1626 -0.2350 -2.6202
P 2.0698 1.4513 -1.7348
O 2.3819 2.3789 -3.0129
O 2.7727 1.8350 -0.5124
O 0.5492 1.2335 -1.7451
P 1.9235 -1.5149 -1.3998
O 2.7064 -2.7926 -1.9230
O 2.1292 -1.2663 0.0545
O 0.4316 -1.5226 -1.8046
H 1.9701 0.6207 -4.2729
H 0.9769 -0.5602 -3.6044
H 2.3980 -0.9864 -4.3849
H 4.5105 0.5673 -3.2725
H 4.4817 -1.1989 -3.0189
H 4.6287 -0.0966 -1.6452
H 2.6596 3.2727 -2.7726
H 2.8010 -3.4952 -1.2653
C -4.0211 2.0155 1.8399
C -2.8591 1.8015 0.9066
O -3.1126 0.5628 0.1701
P -2.1004 0.0102 -0.8969
O -2.6646 -1.3959 -1.2850
C -3.2467 -2.3826 -0.3840
C -4.7370 -2.4307 -0.6049
O -2.3798 0.8717 -2.1795
C -1.8527 0.6131 -3.5006
C -2.8937 1.0354 -4.5066
H -3.8774 2.9493 2.3838
H -4.0919 1.2033 2.5629
H -4.9598 2.0778 1.2907
H -1.9172 1.6936 1.4390
H -2.7672 2.6090 0.1789
H -2.9893 -2.1189 0.6390
H -2.7590 -3.3202 -0.6428
H -5.1916 -1.4675 -0.3756
H -5.1751 -3.1839 0.0515
H -4.9708 -2.6947 -1.6355
H -1.6303 -0.4542 -3.5861
H -0.9339 1.1913 -3.5895
H -3.8231 0.4894 -4.3525
H -2.5368 0.8301 -5.5168
H -3.0970 2.1021 -4.4235
```

Charge = +1
Kohn-Sham gap = 8.01 eV
DFT total energy = -74916.524 eV
LUMO = -2.523 eV
Relative energy (zero: lowest compared OMol25 entry of this formula, charge and spin) = 0.0 kcal/mol

These are the Löwdin partial charges, in e, on atoms 1 to 2: 1.2976, -0.0482



C17H32N2O3S | ωB97M-V/def2-TZVPD

Structure (XYZ):
```
55
C17H32N2O3S | OMol25 | ωB97M-V/def2-TZVPD
C 3.7317 1.8632 3.0274
H 3.5110 2.9273 3.0001
C 3.8646 1.3061 1.6125
C 2.5752 1.4695 0.8353
H 2.2089 2.4921 0.8978
H 1.7910 0.7905 1.1565
S 2.8085 1.2631 -0.9601
O 4.0538 1.8877 -1.3036
O 1.6040 1.7302 -1.5944
N 2.9484 -0.3287 -1.3948
C 1.7940 -1.0902 -1.7609
H 2.0677 -1.7469 -2.5945
C 1.2537 -1.9352 -0.5801
C 0.1973 -1.1161 0.1603
O 0.3773 -0.6464 1.2689
N -0.9412 -0.9420 -0.5335
H -1.0005 -1.3068 -1.4720
C -1.9329 0.0562 -0.1768
C -1.8304 1.2372 -1.1439
C -2.8389 2.3118 -0.7618
C -4.2468 1.7277 -0.7707
C -4.3682 0.5407 0.1886
C -5.8003 0.0078 0.1680
H -5.9588 -0.7338 0.9452
H -6.5022 0.8221 0.3334
H -6.0249 -0.4442 -0.7960
H -4.1424 0.8920 1.2016
C -3.3455 -0.5486 -0.1756
C -3.4029 -1.7317 0.7899
H -3.3176 -1.3845 1.8169
H -4.3329 -2.2821 0.6819
H -2.5800 -2.4157 0.5957
H -3.5658 -0.9080 -1.1884
H -4.9670 2.4970 -0.4850
H -4.4973 1.3986 -1.7822
H -2.7746 3.1457 -1.4624
H -2.6060 2.6919 0.2349
H -0.8128 1.6345 -1.1348
H -2.0434 0.8866 -2.1581
H -1.6772 0.3813 0.8364
C 2.4097 -2.3143 0.3559
C 3.7293 -2.4354 -0.4016
C 4.1205 -1.0944 -1.0411
H 4.7231 -1.2698 -1.9428
H 4.7151 -0.4813 -0.3657
H 4.5190 -2.7606 0.2761
H 3.6251 -3.1963 -1.1777
H 2.1815 -3.2550 0.8596
H 2.4955 -1.5457 1.1262
H 0.7760 -2.8329 -0.9846
H 1.0546 -0.3699 -2.1135
H 4.6578 1.8311 1.0761
H 4.1329 0.2495 1.6749
H 4.6564 1.7173 3.5801
H 2.9272 1.3578 3.5566
```

Charge = 0
Kohn-Sham gap = 9.94 eV
DFT total energy = -38107.506 eV
SMILES = CCCS(=O)(=O)N1CCC[C@@H](C(=O)N[C@H]2CCC[C@@H](C)[C@@H]2C)C1
LUMO = 0.635 eV
Relative energy (zero: lowest compared OMol25 entry of this formula, charge and spin) = 2.2 kcal/mol

These are the Löwdin partial charges, in e, on atoms 1 to 2: -0.0978, 0.0754